Entry 1:
ORCA calculation (ωB97M-V/def2-TZVPD) on 7 unconnected molecules or ions with the total composition C28H56O7 at a distorted geometry.

Relative energy (zero: lowest compared OMol25 entry of this formula, charge and spin) ... 24.81 kcal/mol
SMILES ... C1CCOC1.C1CCOC1.C1CCOC1.C1CCOC1.C1CCOC1.C1CCOC1.C1CCOC1

The geometry in ORCA input format:
```
! wB97M-V def2-TZVPD RIJCOSX def2/J DEFGRID3
* xyz 0 1
C 34.8534 -7.6183 2.8849
C 33.7342 -7.9517 1.9097
C 33.1633 -9.2209 2.5142
O 33.2266 -8.9686 3.9172
C 34.5292 -8.4187 4.1457
H 34.9293 -6.5649 3.1590
H 35.8165 -7.9222 2.4719
H 34.0724 -7.9880 0.8724
H 32.9283 -7.2159 1.8576
H 33.6529 -10.1755 2.2778
H 32.1301 -9.4664 2.2572
H 35.2453 -9.2129 4.3849
H 34.4717 -7.8231 5.0578
C 34.0147 -4.2195 13.3802
C 34.4354 -3.5142 12.1022
C 34.9117 -4.6959 11.2836
O 33.8591 -5.6452 11.4530
C 33.3320 -5.4721 12.7796
H 33.3716 -3.6659 14.0595
H 34.8984 -4.5136 13.9494
H 35.1769 -2.7168 12.1915
H 33.5817 -3.0286 11.6205
H 35.7985 -5.1315 11.7690
H 35.1417 -4.5458 10.2310
H 33.4819 -6.4256 13.2984
H 32.2436 -5.4030 12.6837
C 29.6370 -1.2686 7.2941
C 29.2106 -1.6759 5.8791
C 30.0053 -0.6508 5.0559
O 29.8965 0.5437 5.8153
C 29.9377 0.2273 7.1968
H 30.5551 -1.7478 7.6405
H 28.9017 -1.5292 8.0577
H 28.1409 -1.5301 5.7244
H 29.3886 -2.7332 5.6816
H 29.6055 -0.4112 4.0677
H 31.0558 -0.9055 4.8666
H 29.3283 0.8447 7.8575
H 30.9709 0.4248 7.5109
C 35.1192 -8.2884 9.7508
C 35.7653 -8.2531 8.3634
C 34.8129 -9.1614 7.5980
O 34.4412 -10.1972 8.5122
C 34.4864 -9.7045 9.8451
H 34.4026 -7.4681 9.8324
H 35.8033 -8.1165 10.5839
H 36.7837 -8.6484 8.4360
H 35.9028 -7.2235 8.0323
H 35.2513 -9.5368 6.6803
H 33.8435 -8.6596 7.4770
H 35.2087 -10.2861 10.4229
H 33.4925 -9.7213 10.2880
C 27.9758 -5.5413 6.9545
C 27.4998 -6.2208 8.2391
C 27.2829 -7.6844 7.8103
O 27.3065 -7.6915 6.3957
C 27.2680 -6.3645 5.8906
H 29.0576 -5.6463 6.8769
H 27.6327 -4.5073 6.8885
H 26.6350 -5.6979 8.6533
H 28.2372 -6.1132 9.0391
H 26.2980 -8.0129 8.1591
H 28.0455 -8.3524 8.2070
H 26.2221 -6.0483 5.7681
H 27.7220 -6.3538 4.9004
C 35.2912 1.3288 4.4490
C 34.3871 1.7019 5.6035
C 34.8473 0.7188 6.6713
O 36.2584 0.5535 6.4620
C 36.6020 0.9875 5.1622
H 35.3908 2.0813 3.6643
H 34.9057 0.4622 3.8979
H 33.3308 1.5451 5.3757
H 34.5176 2.7426 5.9044
H 34.4109 -0.2611 6.4553
H 34.5396 1.0908 7.6463
H 37.2081 0.2631 4.6169
H 37.1853 1.9193 5.1783
C 33.5376 -5.0527 6.7545
C 34.6482 -4.1555 6.2031
C 33.9044 -3.2881 5.1835
O 32.6978 -3.0427 5.9013
C 32.2649 -4.1754 6.6358
H 33.8302 -5.3889 7.7537
H 33.3746 -5.9895 6.2171
H 35.4529 -4.7482 5.7595
H 35.0559 -3.5497 7.0102
H 33.7352 -3.7974 4.2337
H 34.4190 -2.3337 5.0987
H 31.5505 -4.7807 6.0684
H 31.8254 -3.7809 7.5488
*
```

***

Entry 2:
ORCA calculation (ωB97M-V/def2-TZVPD) on a molecular structure, C3H4LiMgO4 at a distorted geometry.

Relative energy (zero: lowest compared OMol25 entry of this formula, charge and spin) ... 20.70 kcal/mol
<S²> ... 0.7613

The geometry in ORCA input format:
```
! wB97M-V def2-TZVPD RIJCOSX def2/J DEFGRID3
* xyz 2 2
O 0.7425 -0.3153 -2.5286
C 0.3650 0.3197 -1.5089
O -0.1092 1.4777 -1.6202
Mg 0.4119 1.3884 -3.5929
O 0.3634 -0.3347 -0.3428
C -0.9936 -0.1558 0.6471
C 0.1580 -0.0855 1.6050
H -2.0043 -0.5094 0.8685
H -1.3165 0.8584 0.3854
H 0.2459 0.9082 2.0851
H -0.8081 -0.9513 1.9823
Li 1.7694 -1.7120 0.1211
O 1.1757 -0.8885 1.8989
*
```

***

Entry 3:
ORCA calculation (ωB97M-V/def2-TZVPD) on C2H2N2O2 in the gas phase at a distorted geometry.

Relative energy (zero: lowest compared OMol25 entry of this formula, charge and spin) ... 67.81 kcal/mol
SMILES ... Oc1ncno1

The geometry in ORCA input format:
```
! wB97M-V def2-TZVPD RIJCOSX def2/J DEFGRID3
* xyz 0 1
C -0.6584 -0.3137 -0.0337
C 1.3338 0.4226 -0.1263
H -2.4165 0.6136 0.3217
H 2.2579 0.9098 0.1588
N -0.0270 0.8476 -0.1578
N 1.4727 -0.8822 0.0624
O -1.9759 -0.2921 -0.0478
O 0.0135 -1.3057 -0.1773
*
```

***

Entry 4:
ORCA calculation (ωB97M-V/def2-TZVPD) on 2 unconnected molecules or ions with the total composition C4H12N3 at a distorted geometry.

Relative energy (zero: lowest compared OMol25 entry of this formula, charge and spin) ... 95.59 kcal/mol

The geometry in ORCA input format:
```
! wB97M-V def2-TZVPD RIJCOSX def2/J DEFGRID3
* xyz 1 1
C 0.4048 -0.3547 1.8777
C 0.0248 -2.8415 1.3432
C -0.0109 2.9102 -1.4276
C 0.2050 -1.4832 0.8537
N -0.5728 1.9718 -2.3940
N -0.8700 0.8537 -2.1929
N 0.2499 -1.1841 -0.4221
H -0.5755 0.0226 1.8637
H 0.6633 -0.7429 2.7928
H 0.9965 0.4891 1.5654
H -0.6403 -2.6240 2.3372
H 1.0229 -3.1615 1.7000
H -0.3686 -3.6560 0.7102
H 0.8655 3.4022 -1.8564
H 0.2219 2.3352 -0.5412
H -0.7729 3.5897 -0.9575
H 0.2180 -0.2031 -0.8251
H -0.9596 2.4116 -3.2804
H -0.1021 -1.7350 -1.1468
*
```

***

Entry 5:
ORCA calculation (ωB97M-V/def2-TZVPD) on 2 unconnected molecules or ions with the total composition CH5OS.

Relative energy (zero: lowest compared OMol25 entry of this formula, charge and spin) ... 15.52 kcal/mol
<S²> ... 0.7527

The geometry in ORCA input format:
```
! wB97M-V def2-TZVPD RIJCOSX def2/J DEFGRID3
* xyz 0 2
S 0.8604 -1.4097 -0.8912
H 2.1398 -1.5552 -0.5478
C -0.5907 1.9227 0.6626
O -1.2249 0.6939 0.9582
H -0.6882 2.1970 -0.3931
H -1.0535 2.6618 1.3104
H 0.4881 1.9095 0.8620
H -0.7336 -0.0196 0.5330
*
```

***

Entry 6:
ORCA calculation (ωB97M-V/def2-TZVPD) on a molecular structure, C33H23IMoN5O7S2 at a distorted geometry.

Energy ... -3234.27143 Ha

The geometry in ORCA input format:
```
! wB97M-V def2-TZVPD RIJCOSX def2/J DEFGRID3
* xyz -1 1
Mo -0.8247 -0.0810 -0.3956
C -1.0999 -4.5068 -1.0164
C 0.3170 -4.0212 -1.1167
N 1.3117 -4.8870 -1.0628
C 2.5719 -4.4304 -1.1085
C 2.9107 -3.1063 -1.2789
C 4.3623 -2.6796 -1.2703
O 4.5893 -1.5356 -0.4824
C 1.8604 -2.1763 -1.3842
C 2.1087 -0.7886 -1.7461
N 1.2502 0.1614 -1.7076
C 1.7499 1.4287 -2.1252
C 2.9740 1.8847 -1.6353
C 3.4657 3.1246 -2.0021
C 2.7428 3.9318 -2.8662
C 1.5275 3.4896 -3.3658
C 1.0339 2.2469 -2.9970
I -0.7739 1.6007 -3.8080
C 0.5586 -2.6361 -1.2290
O -0.4808 -1.8121 -1.1794
H -1.1038 -5.5774 -0.8267
H -1.6460 -4.2957 -1.9383
H -1.6377 -3.9872 -0.2189
H 3.3523 -5.1751 -0.9836
H 4.6959 -2.4618 -2.2901
H 4.9607 -3.5205 -0.9091
H 4.7104 -1.8399 0.4667
H 3.1067 -0.5701 -2.1200
H 3.5210 1.2683 -0.9304
H 4.4086 3.4644 -1.5929
H 3.1172 4.9068 -3.1509
H 0.9595 4.1066 -4.0492
O 5.0182 -2.5089 1.8808
C 4.2211 -2.3221 2.8473
O 4.3625 -2.4842 4.0570
C 2.8763 -1.7922 2.3638
C 1.7914 -2.6319 2.1355
C 0.6681 -2.1446 1.4991
N 0.5900 -0.8784 1.0773
C 1.5774 -0.0396 1.4219
C 2.7186 -0.4443 2.0623
C 1.3209 1.3708 1.0150
O 2.0508 2.2866 1.2961
O 0.1896 1.4958 0.3434
H 1.8354 -3.6770 2.4134
H -0.1772 -2.7778 1.2691
H 3.4909 0.2850 2.2703
S -2.5374 -1.0479 0.9616
C -3.6547 -1.0593 -0.3852
S -2.9248 -0.5396 -1.8410
C -4.9637 -1.4666 -0.2534
C -5.4896 -1.8831 1.0073
N -5.9156 -2.2201 2.0247
C -5.8463 -1.4607 -1.3773
N -6.5616 -1.4572 -2.2816
C -3.3114 3.4216 -1.1395
C -2.7408 2.6263 -0.0096
O -2.0711 1.6457 -0.2715
C -3.0248 3.0018 1.3879
C -3.8998 4.0466 1.6812
C -4.1690 4.3805 2.9965
C -3.5635 3.6756 4.0282
C -2.6888 2.6353 3.7447
C -2.4220 2.2963 2.4303
H -2.9508 3.0098 -2.0761
H -3.0257 4.4713 -1.0517
H -4.4020 3.3622 -1.1138
H -4.3781 4.5986 0.8814
H -4.8533 5.1888 3.2192
H -3.7765 3.9363 5.0577
H -2.2175 2.0847 4.5484
H -1.7452 1.4903 2.1999
*
```

***

Entry 7:
ORCA calculation (ωB97M-V/def2-TZVPD) on 2 unconnected molecules or ions with the total composition C5H3IN2O at a distorted geometry.

Relative energy (zero: lowest compared OMol25 entry of this formula, charge and spin) ... 21.61 kcal/mol

The geometry in ORCA input format:
```
! wB97M-V def2-TZVPD RIJCOSX def2/J DEFGRID3
* xyz 0 1
C 1.3042 1.3434 0.6913
C 0.7081 0.2760 0.5508
C 1.9084 2.5318 0.8754
C -1.3927 -1.0678 0.3820
C 0.0810 -0.9006 0.3507
N 2.4264 3.5567 1.0083
N -0.9528 0.1257 -2.8608
O -0.0186 0.0885 -2.1705
I 1.2658 -2.6137 0.0264
H -1.8657 -0.1532 0.7387
H -1.6808 -1.8992 1.0266
H -1.7833 -1.2877 -0.6189
*
```

***

Entry 8:
ORCA calculation (ωB97M-V/def2-TZVPD) on a gas-phase ion, C3H6N3O2 (charge +1) at a distorted geometry.

Relative energy (zero: lowest compared OMol25 entry of this formula, charge and spin) ... 128.41 kcal/mol
SMILES ... CNC(=C=[NH2+])[N+](=O)[O-]

The geometry in ORCA input format:
```
! wB97M-V def2-TZVPD RIJCOSX def2/J DEFGRID3
* xyz 1 1
C 1.7498 -1.2219 -0.3154
C -0.3205 1.1109 0.6140
C -0.3783 0.0179 -0.1111
N -0.3111 2.3757 0.6629
N -2.0510 -0.2898 -0.0552
N 0.3310 -1.0537 -0.4306
O -2.6818 0.7238 -0.1171
O -2.2677 -1.4428 0.1521
H 1.9560 -2.3074 -0.0960
H 2.3401 -0.7036 0.4807
H 0.0042 2.8633 -0.1832
H -0.5493 2.8203 1.5289
H 2.3616 -1.0742 -1.2613
H -0.1830 -1.8187 -0.8687
*
```

***

Entry 9:
ORCA calculation (ωB97M-V/def2-TZVPD) on 5 unconnected molecules or ions with the total composition H10O5.

Relative energy (zero: lowest compared OMol25 entry of this formula, charge and spin) ... 25.64 kcal/mol
SMILES ... O.O.O.O.O

The geometry in ORCA input format:
```
! wB97M-V def2-TZVPD RIJCOSX def2/J DEFGRID3
* xyz 0 1
O -1.6297 -0.0280 1.0462
H -0.7162 -0.1475 0.7864
H -2.1269 -0.5655 0.4296
O -0.5266 -1.3708 -1.4622
H -0.2544 -0.5665 -1.9040
H 0.1250 -2.0211 -1.7244
O 1.8504 -1.8952 1.1803
H 1.8344 -1.9526 0.2250
H 2.0919 -0.9869 1.3621
O -1.3003 2.3150 -0.7380
H -0.6428 2.6324 -0.1190
H -1.7790 1.6413 -0.2551
O 1.1653 0.6705 0.5807
H 0.6965 1.4190 0.9499
H 1.2125 0.8558 -0.3572
*
```

***

Entry 10:
ORCA calculation (ωB97M-V/def2-TZVPD) on a molecular structure, C37H41BrLuN3O2P2Si2 at a distorted geometry.

Relative energy (zero: lowest compared OMol25 entry of this formula, charge and spin) ... 4.92 kcal/mol

The geometry in ORCA input format:
```
! wB97M-V def2-TZVPD RIJCOSX def2/J DEFGRID3
* xyz 0 1
Lu -1.4357 0.8647 0.0220
C -0.5896 -0.5992 4.8788
Si -1.4048 0.3470 3.4960
C -3.1904 -0.2001 3.4260
C -1.4451 2.1630 3.9241
N -0.6927 0.0304 1.9348
P 0.8614 0.3685 1.4879
C 0.9709 1.0977 -0.0352
P 0.8351 0.4557 -1.6030
N -0.7400 0.2721 -2.0245
Si -1.4879 -0.4453 -3.4161
C -1.2013 -2.2892 -3.5432
C -3.3288 -0.1525 -3.2124
C -1.0106 0.2964 -5.0594
C 1.6157 1.7520 -2.6281
C 0.8787 2.5646 -3.4750
C 1.4924 3.6043 -4.1699
C 2.8486 3.8323 -4.0163
C 3.5931 3.0317 -3.1534
C 2.9780 2.0063 -2.4572
C 1.7184 -1.0549 -2.1088
C 2.3581 -1.1124 -3.3478
C 2.9260 -2.3006 -3.7913
C 2.8631 -3.4407 -3.0028
C 2.2247 -3.3951 -1.7706
C 1.6540 -2.2098 -1.3306
C 1.6110 1.5895 2.6448
C 2.3138 1.1971 3.7818
C 2.8580 2.1415 4.6467
C 2.7071 3.4928 4.3786
C 2.0263 3.8968 3.2350
C 1.4936 2.9530 2.3714
C 1.8681 -1.1062 1.7942
C 1.3102 -2.2732 2.2992
C 2.1025 -3.4046 2.4799
C 3.4520 -3.3628 2.1617
C 4.0160 -2.1926 1.6610
C 3.2274 -1.0687 1.4775
H -1.1156 -0.3984 5.8181
H 0.4533 -0.3075 5.0119
H -0.6223 -1.6778 4.6983
H -3.6152 -0.1911 4.4353
H -3.3050 -1.2116 3.0221
H -3.7861 0.4905 2.8219
H -2.2276 2.3521 4.6664
H -1.6809 2.7619 3.0386
H -0.4959 2.5201 4.3297
H -0.1860 -2.5650 -3.2454
H -1.3526 -2.6327 -4.5720
H -1.8965 -2.8351 -2.9009
H -3.5298 0.8284 -2.7704
H -3.7929 -0.9188 -2.5842
H -3.8361 -0.1805 -4.1831
H 0.0702 0.2956 -5.2315
H -1.3686 1.3246 -5.1604
H -1.4793 -0.2996 -5.8503
H -0.1840 2.3991 -3.5746
H 0.9059 4.2357 -4.8260
H 3.3283 4.6387 -4.5572
H 4.6503 3.2204 -3.0170
H 3.5497 1.3973 -1.7653
H 2.4107 -0.2283 -3.9708
H 3.4191 -2.3339 -4.7546
H 3.3087 -4.3648 -3.3496
H 2.1697 -4.2821 -1.1503
H 1.1453 -2.1889 -0.3791
H 2.4489 0.1434 3.9971
H 3.4046 1.8179 5.5238
H 3.1347 4.2306 5.0469
H 1.9183 4.9518 3.0132
H 0.9989 3.2658 1.4619
H 0.2507 -2.2948 2.5284
H 1.6641 -4.3156 2.8710
H 4.0696 -4.2412 2.3056
H 5.0676 -2.1644 1.4057
H 3.6515 -0.1564 1.0734
Br -1.7109 -2.5894 0.0761
C -3.4147 -1.7698 0.1526
C -4.5891 -2.4910 0.2216
C -5.7705 -1.7611 0.2496
C -5.7441 -0.3738 0.2346
C -4.5198 0.2524 0.1940
N -3.3810 -0.4488 0.1295
C -4.3424 1.7705 0.2368
O -5.3242 2.4693 0.2714
O -3.0891 2.1355 0.2469
H -4.5764 -3.5700 0.2466
H -6.7180 -2.2848 0.2902
H -6.6424 0.2263 0.2678
*
```

***

Entry 11:
ORCA calculation (ωB97M-V/def2-TZVPD) on 3 unconnected molecules or ions with the total composition C15H33N2O12P2S2 at a distorted geometry.

Energy ... -3082.56578 Ha

The geometry in ORCA input format:
```
! wB97M-V def2-TZVPD RIJCOSX def2/J DEFGRID3
* xyz -1 1
C 1.5835 -4.1374 0.6433
C 1.3588 -2.9441 0.4643
C 0.8297 -1.4626 0.2890
P -1.1230 -1.5271 0.1169
C -1.2388 -1.6990 2.0420
C -1.5975 -0.3735 2.8295
C -1.8248 -0.7203 4.4085
O -1.4795 -2.0676 4.7658
C -1.0056 -1.5944 -1.8102
O -1.9778 -2.5396 -2.3901
C -2.4059 -2.1170 -3.6845
N -1.3316 0.2400 0.1952
C -2.5461 0.8538 -0.3601
C -0.2111 1.0760 -0.1375
C 0.7084 1.8218 0.9468
O 0.1194 1.3561 -1.3023
P -3.3292 -1.9804 -0.0798
N -3.5320 -3.7575 -0.0727
O -4.2125 -1.4857 1.3056
H 1.9216 -5.0875 1.1300
H 1.1722 -0.9252 1.2155
H 1.3463 -1.1323 -0.6647
H -0.9582 -2.9741 0.0807
H -1.9816 -2.5467 2.2386
H -0.2659 -2.0708 2.5093
H -2.5503 0.1338 2.5202
H -0.6891 0.2895 2.8174
H -2.9353 -0.5796 4.6476
H -1.2904 0.0643 5.0313
H -2.2085 -2.6720 4.5462
H 0.0087 -1.9721 -2.1756
H -1.1901 -0.6114 -2.3262
H -1.6751 -1.4594 -4.2364
H -3.4453 -1.6562 -3.6027
H -2.5464 -3.0475 -4.3342
H -2.2994 1.9663 -0.5021
H -2.8442 0.5266 -1.4086
H -3.4395 0.8854 0.3470
H 1.0708 2.8005 0.4960
H 0.0971 2.1309 1.8557
H 1.6279 1.2331 1.2156
H -4.2883 -3.8867 -0.7651
H -2.7193 -4.1953 -0.5406
H -4.2002 -2.2569 1.9190
C 2.5732 -0.9743 -4.2473
C 3.8079 -1.1511 -5.1146
O 4.8616 -1.4525 -4.1987
S 4.2499 -2.2779 -2.9443
O 4.4710 -3.6668 -3.1725
O 4.6400 -1.6211 -1.7445
O 2.6903 -1.9618 -3.2238
H 2.5608 0.0100 -3.7715
H 1.6501 -1.1158 -4.8086
H 4.0431 -0.2572 -5.6908
H 3.6959 -2.0018 -5.7932
C 1.9051 6.2282 1.1325
C 2.4941 6.7932 2.4128
O 1.4889 6.5828 3.4043
S 0.6758 5.2251 3.0547
O 1.2238 4.1647 3.8301
O -0.7142 5.5279 3.0323
O 1.1935 5.0575 1.5316
H 1.1915 6.9249 0.6843
H 2.6725 5.9762 0.4012
H 2.7352 7.8520 2.3282
H 3.3880 6.2400 2.7145
*
```